Record 1
9
Properties=species:S:1:pos:R:3 method="wB97M-V/def2-TZVPD" de_lowest_kcal_mol=31.30 charge=0 smiles="P=[PH2][PH2]=S" e_homo_ev=-8.050 gap_ha=0.291 e_lumo_ev=-0.142
P -0.722 -2.051 0.269
P -0.813 -0.089 -0.366
P 1.112 0.617 0.231
S 2.817 -0.134 -0.174
H -1.970 -2.464 0.002
H -0.787 0.157 -1.817
H -1.372 1.084 0.238
H 0.833 0.921 1.693
H 0.904 1.958 -0.077

***

Record 2
160
Properties=species:S:1:pos:R:3 method="wB97M-V/def2-TZVPD" charge=0 e_homo_ev=-8.796 gap_ha=0.291 e_lumo_ev=-0.879
C -3.740 -4.516 0.415
C -3.585 -4.939 -1.046
O -4.516 -5.409 -1.590
N -2.331 -4.757 -1.714
C -2.524 -4.125 -3.044
C -1.354 -3.183 -3.420
C -0.693 -2.583 -2.162
C -0.151 -1.167 -2.474
C 0.661 -0.523 -1.337
C 1.800 0.272 -2.012
O 2.553 -0.042 -2.851
N 1.810 1.523 -1.363
C 1.246 1.367 -0.015
N 1.001 2.744 0.433
C 2.285 3.400 0.667
C 3.428 2.712 1.428
O 2.480 4.463 0.240
C 0.163 2.844 1.622
C 0.700 2.606 3.038
O -0.949 3.159 1.504
C -0.016 0.447 -0.320
O -1.076 1.250 -0.720
C -2.320 0.588 -0.761
C -3.307 1.200 -1.801
C -4.400 0.138 -2.023
C -2.576 1.789 -3.025
C -3.238 1.688 -4.407
C -4.716 2.157 -4.447
C -3.012 0.368 -5.153
P -0.110 -0.605 1.267
O -0.717 -2.100 0.908
Cl -1.574 0.185 2.541
H -4.422 -5.232 0.863
H -4.124 -3.497 0.451
H -2.761 -4.607 0.891
H -1.902 -5.672 -1.816
H -3.447 -3.547 -2.991
H -2.662 -4.915 -3.786
H -1.824 -2.352 -3.954
H -0.620 -3.690 -4.042
H 0.079 -3.238 -1.764
H -1.512 -2.430 -1.461
H -1.015 -0.582 -2.790
H 0.480 -1.281 -3.358
H 1.192 -1.246 -0.695
H 2.807 1.742 -1.386
H 1.920 0.730 0.575
H 3.767 3.408 2.192
H 4.233 2.392 0.759
H 3.066 1.827 1.956
H -0.142 2.439 3.698
H 1.286 1.681 3.048
H 1.273 3.482 3.350
H -2.858 0.629 0.195
H -2.241 -0.482 -1.001
H -3.777 2.030 -1.264
H -4.202 -0.588 -2.808
H -4.495 -0.438 -1.091
H -5.364 0.629 -2.135
H -2.432 2.855 -2.831
H -1.558 1.405 -3.128
H -2.723 2.435 -5.025
H -5.344 1.267 -4.334
H -4.971 2.574 -5.421
H -4.952 2.846 -3.634
H -1.942 0.316 -5.383
H -3.503 0.352 -6.126
H -3.237 -0.528 -4.572
H -1.681 -2.058 0.797
C 5.478 -1.259 1.750
N 4.096 -0.994 2.236
O 3.963 -0.585 3.374
O 3.188 -1.206 1.456
H 6.175 -1.026 2.548
H 5.531 -2.310 1.480
H 5.649 -0.622 0.887
C -4.990 2.809 1.133
N -6.066 2.631 0.118
O -6.579 1.531 0.025
O -6.361 3.603 -0.550
H -4.839 1.867 1.648
H -4.088 3.112 0.606
H -5.317 3.580 1.824
C 2.596 -0.130 -6.331
N 1.295 -0.725 -6.746
O 1.245 -1.278 -7.827
O 0.367 -0.617 -5.967
H 3.320 -0.303 -7.117
H 2.436 0.934 -6.178
H 2.903 -0.615 -5.410
C 4.587 -0.585 6.866
N 5.990 -0.370 7.318
O 6.883 -0.742 6.580
O 6.144 0.161 8.401
H 4.605 -1.064 5.893
H 4.098 -1.218 7.602
H 4.109 0.389 6.808
C 7.048 0.919 -4.496
N 5.937 0.741 -5.471
O 5.453 -0.366 -5.574
O 5.589 1.727 -6.095
H 7.248 -0.033 -4.017
H 7.918 1.264 -5.050
H 6.728 1.658 -3.767
C 7.848 3.269 0.017
N 6.883 2.140 0.126
O 6.882 1.303 -0.758
O 6.151 2.131 1.099
H 8.426 3.145 -0.892
H 7.271 4.190 -0.011
H 8.489 3.236 0.894
C 7.259 -3.297 9.230
N 5.944 -3.878 8.843
O 5.867 -4.432 7.761
O 5.033 -3.756 9.637
H 7.968 -3.479 8.431
H 7.113 -2.231 9.383
H 7.577 -3.783 10.148
C 8.076 4.339 -5.838
N 9.006 4.312 -4.675
O 9.732 3.342 -4.558
O 8.974 5.262 -3.922
H 8.216 3.432 -6.415
H 7.063 4.395 -5.448
H 8.316 5.216 -6.431
C -9.463 3.330 2.076
N -8.601 3.308 3.291
O -7.914 2.317 3.476
O -8.636 4.281 4.015
H -9.319 2.399 1.537
H -10.491 3.434 2.404
H -9.158 4.181 1.474
C 1.431 -6.771 -5.594
N 0.057 -6.558 -5.061
O -0.049 -6.201 -3.902
O -0.863 -6.757 -5.824
H 2.145 -6.557 -4.807
H 1.501 -7.807 -5.912
H 1.563 -6.095 -6.434
C -7.156 1.835 6.558
N -6.290 1.819 7.771
O -5.602 0.835 7.960
O -6.333 2.798 8.489
H -7.016 0.906 6.018
H -8.184 1.937 6.893
H -6.858 2.684 5.951
C 3.181 -5.880 7.751
N 2.293 -6.999 8.173
O 2.669 -8.134 7.948
O 1.249 -6.697 8.716
H 4.067 -6.295 7.286
H 2.623 -5.269 7.047
H 3.440 -5.314 8.640
C -11.020 4.073 -2.166
N -10.763 4.532 -0.773
O -11.409 4.017 0.123
O -9.920 5.391 -0.625
H -11.790 3.310 -2.143
H -11.345 4.937 -2.739
H -10.087 3.674 -2.555

***

Record 3
9
Properties=species:S:1:pos:R:3 method="wB97M-V/def2-TZVPD" de_lowest_kcal_mol=48.68 charge=-1 smiles="C=C1CN1[O-]" e_homo_ev=-1.813 gap_ha=0.235 e_lumo_ev=4.582
C -1.281 -1.029 0.039
C -0.062 -0.438 0.072
C 0.371 0.984 0.089
N 1.323 -0.114 -0.292
O 2.492 -0.390 0.273
H -1.376 -2.062 -0.123
H -1.988 -0.331 -0.268
H 0.111 1.727 -0.707
H 0.410 1.653 0.918

***

Record 4
19
Properties=species:S:1:pos:R:3 method="wB97M-V/def2-TZVPD" de_lowest_kcal_mol=117.79 charge=0 e_homo_ev="-7.469 / -7.693" gap_ha="0.291 / 0.312" e_lumo_ev="0.441 / 0.799"
C -1.371 1.225 -2.191
C -1.740 -0.192 0.693
O -0.794 0.582 1.095
C 0.397 0.714 0.522
C 1.664 0.730 1.260
C 1.340 -0.384 0.241
C 1.107 -1.782 0.775
H -0.947 1.857 -2.975
H -2.333 1.634 -1.875
H -1.513 0.213 -2.581
H -1.572 -0.868 -0.138
H -2.696 -0.045 1.175
H -0.669 1.211 -1.345
H 1.688 0.420 2.305
H 2.412 1.477 1.000
H 1.875 -0.345 -0.709
H 0.515 -2.391 0.081
H 2.062 -2.294 0.937
H 0.573 -1.761 1.731

***

Record 5
78
Properties=species:S:1:pos:R:3 method="wB97M-V/def2-TZVPD" de_lowest_kcal_mol=3.93 charge=-1 multiplicity=2 e_homo_ev="-3.403 / -3.647" gap_ha="0.207 / 0.215" e_lumo_ev="2.229 / 2.202"
Ru 0.354 -0.711 -0.162
N -2.554 -0.255 3.077
C -1.662 -0.136 2.035
S -0.309 -1.191 2.036
N -1.933 0.822 1.189
N -0.987 1.030 0.218
C -1.186 2.082 -0.499
C -2.409 2.931 -0.430
C -2.274 4.315 -0.369
C -3.391 5.140 -0.363
C -4.660 4.587 -0.442
C -4.803 3.206 -0.519
C -3.689 2.382 -0.505
C -0.181 2.463 -1.523
C -0.592 2.753 -2.826
C 0.364 3.059 -3.775
C 1.698 3.093 -3.393
C 2.004 2.831 -2.067
N 1.093 2.532 -1.149
H -2.613 -1.182 3.465
H -3.440 0.193 2.903
H -1.282 4.749 -0.320
H -3.266 6.214 -0.302
H -5.534 5.226 -0.444
H -5.790 2.765 -0.584
H -3.806 1.308 -0.544
H -1.643 2.709 -3.083
H 0.074 3.256 -4.800
H 2.482 3.324 -4.102
H 3.031 2.851 -1.717
C 4.968 -0.803 0.384
C 3.514 -1.148 0.163
S 2.379 0.126 0.407
C 3.102 -2.396 -0.181
C 4.061 -3.541 -0.378
S 1.428 -2.752 -0.399
H 5.077 0.268 0.554
H 5.585 -1.073 -0.478
H 5.379 -1.321 1.257
H 4.989 -3.397 0.177
H 4.327 -3.662 -1.435
H 3.604 -4.476 -0.053
O -1.573 -1.560 -0.721
C -2.143 -2.260 -1.738
C -3.612 -2.508 -1.357
C -4.545 -3.357 -1.874
C -5.823 -3.201 -1.271
C -5.822 -2.232 -0.313
S -4.274 -1.521 -0.125
C -1.474 -3.619 -1.966
C -0.639 -4.051 -2.953
C -0.123 -5.356 -2.721
C -0.572 -5.887 -1.551
S -1.615 -4.811 -0.735
C -2.213 -1.452 -3.047
C -2.135 -0.096 -3.111
C -2.412 0.429 -4.404
C -2.708 -0.543 -5.307
S -2.636 -2.099 -4.590
H -4.321 -4.070 -2.656
H -6.694 -3.787 -1.534
H -6.649 -1.920 0.307
H -0.390 -3.451 -3.815
H 0.547 -5.875 -3.394
H -0.336 -6.850 -1.127
H -1.883 0.484 -2.236
H -2.388 1.483 -4.649
H -2.934 -0.435 -6.356
N 2.653 -2.357 -3.777
C 2.070 -1.637 -4.756
N 2.387 -1.967 -6.042
N 1.234 -0.642 -4.577
C 0.910 -0.477 -3.301
N 0.784 -0.435 -2.158
H 3.000 -3.272 -4.010
H 2.295 -2.275 -2.821
H 3.282 -2.391 -6.213
H 2.068 -1.304 -6.728

***

Record 6
24
Properties=species:S:1:pos:R:3 method="wB97M-V/def2-TZVPD" de_lowest_kcal_mol=137.39 charge=+3 e_homo_ev=-15.922 gap_ha=0.040 e_lumo_ev=-14.846
Hf 2.918 5.641 -1.760
Br 0.475 2.173 -1.055
F -7.980 0.403 3.002
C -6.911 -0.327 3.118
C -6.924 -1.441 3.952
C -5.729 -2.136 4.170
C -4.562 -1.739 3.463
C -4.580 -0.647 2.622
C -5.742 0.047 2.425
H -7.857 -1.710 4.425
H -5.583 -2.938 4.878
H -3.644 -2.277 3.649
H -3.682 -0.269 2.156
H -5.660 0.936 1.818
C 5.426 -0.381 -3.541
S 6.100 1.131 -4.352
O 5.585 2.278 -3.480
C 7.859 0.861 -3.867
H 5.879 -0.442 -2.552
H 5.537 -1.235 -4.210
H 4.342 -0.268 -3.544
H 8.490 1.695 -4.175
H 8.321 -0.005 -4.342
H 7.922 0.648 -2.800

***

Record 7
91
Properties=species:S:1:pos:R:3 method="wB97M-V/def2-TZVPD" de_lowest_kcal_mol=9.49 charge=+2 multiplicity=5 e_homo_ev="-13.634 / -13.813" gap_ha="0.290 / 0.249" e_lumo_ev="-5.730 / -7.039"
Co 1.258 1.966 -0.302
C -1.644 1.082 4.053
C -0.372 0.710 4.814
C 0.877 1.353 4.216
S 1.244 0.666 2.591
O 1.566 1.889 1.710
C 2.842 -0.096 2.903
C 2.704 -1.533 3.405
C 2.196 -2.492 2.327
H -2.523 0.643 4.528
H -1.609 0.729 3.014
H -1.782 2.168 4.027
H -0.252 -0.377 4.847
H -0.453 1.041 5.850
H 1.757 1.233 4.848
H 0.728 2.414 4.010
H 3.381 0.552 3.597
H 3.337 -0.059 1.927
H 2.049 -1.563 4.282
H 3.686 -1.855 3.748
H 1.187 -2.231 1.994
H 2.168 -3.516 2.702
H 2.858 -2.467 1.456
Se 4.385 2.950 0.428
N 3.312 1.943 -0.617
C 4.049 0.909 -1.022
C 3.600 -0.136 -1.884
C 4.465 -1.129 -2.196
C 5.817 -1.157 -1.701
C 6.293 -0.181 -0.899
C 5.412 0.888 -0.533
N 5.756 1.896 0.248
H 2.593 -0.120 -2.273
H 4.131 -1.928 -2.849
H 6.466 -1.973 -1.994
H 7.315 -0.174 -0.539
Cl 1.492 4.556 -0.225
C -0.136 4.929 0.420
Cl -1.019 5.907 -0.753
C -0.943 3.644 0.652
O -1.880 3.708 1.447
O -0.658 2.628 -0.076
H -0.019 5.507 1.323
O 0.673 0.067 -0.579
P -0.183 -0.932 -1.342
C 0.748 -2.045 -2.386
C 1.405 -3.139 -1.815
C 2.147 -3.996 -2.615
C 2.234 -3.765 -3.984
C 1.592 -2.673 -4.556
C 0.845 -1.813 -3.761
C -1.058 -1.937 -0.149
C -1.636 -3.163 -0.490
C -2.331 -3.887 0.471
C -2.432 -3.402 1.771
C -1.839 -2.192 2.117
C -1.155 -1.461 1.158
C -1.385 -0.119 -2.404
C -2.397 -0.866 -3.012
C -3.288 -0.255 -3.881
C -3.177 1.106 -4.149
C -2.173 1.856 -3.554
C -1.275 1.243 -2.689
H 1.326 -3.328 -0.750
H 2.648 -4.850 -2.174
H 2.800 -4.446 -4.611
H 1.662 -2.498 -5.623
H 0.330 -0.974 -4.215
H -1.535 -3.562 -1.493
H -2.783 -4.837 0.209
H -2.962 -3.977 2.521
H -1.902 -1.827 3.139
H -0.669 -0.527 1.416
H -2.493 -1.927 -2.811
H -4.068 -0.840 -4.352
H -3.871 1.581 -4.834
H -2.081 2.913 -3.773
H -0.491 1.830 -2.244
C -3.878 3.459 -0.914
Sb -3.463 1.809 0.333
C -4.535 0.263 -0.691
C -4.605 2.175 2.079
H -4.884 3.322 -1.314
H -3.152 3.488 -1.726
H -3.816 4.368 -0.319
H -5.586 0.416 -0.423
H -4.194 -0.721 -0.374
H -4.378 0.405 -1.759
H -5.585 2.530 1.749
H -4.082 2.944 2.640
H -4.706 1.261 2.661

***

Record 8
91
Properties=species:S:1:pos:R:3 method="wB97M-V/def2-TZVPD" de_lowest_kcal_mol=8.22 charge=+1 multiplicity=2 e_homo_ev="-10.135 / -10.125" gap_ha="0.264 / 0.201" e_lumo_ev="-2.937 / -4.659"
Ir -0.661 0.857 0.391
C -3.046 2.017 2.992
Si -3.899 1.599 1.397
C -4.800 -0.044 1.444
C -5.160 2.976 1.236
N -2.726 1.416 0.000
C -3.083 1.557 -1.283
C -4.279 2.217 -1.694
C -4.586 2.438 -3.009
C -3.724 1.993 -4.011
C -2.568 1.299 -3.681
C -2.261 1.065 -2.357
O -1.172 0.318 -1.986
C -0.315 -0.130 -3.005
C -0.598 -1.329 -3.637
C 0.277 -1.800 -4.606
C 1.406 -1.064 -4.943
C 1.652 0.151 -4.320
C 0.788 0.632 -3.343
H -3.838 1.990 3.748
H -2.653 3.034 2.972
H -2.257 1.352 3.331
H -5.864 0.125 1.622
H -4.416 -0.684 2.238
H -4.702 -0.585 0.500
H -5.575 3.079 2.243
H -6.002 2.771 0.576
H -4.723 3.941 0.973
H -4.932 2.604 -0.931
H -5.488 2.975 -3.268
H -3.952 2.180 -5.051
H -1.914 0.942 -4.461
H -1.505 -1.870 -3.400
H 0.066 -2.734 -5.110
H 2.084 -1.429 -5.702
H 2.520 0.736 -4.594
H 0.968 1.577 -2.847
C -0.670 -5.478 -0.145
C -0.718 -4.412 0.880
N -0.526 -4.560 2.149
N -0.703 -3.310 2.670
C -0.991 -2.385 1.756
S -1.321 -0.754 2.079
N -1.010 -3.089 0.595
N -1.245 -2.500 -0.629
H -0.430 -6.419 0.341
H 0.092 -5.257 -0.893
H -1.633 -5.575 -0.648
H -0.577 -3.148 3.656
H -2.152 -2.770 -0.989
H -0.496 -2.721 -1.276
S -0.025 2.803 -0.782
C 0.503 3.473 0.722
S 0.021 2.374 1.982
C 1.217 4.614 0.908
C 1.666 4.950 2.219
N 1.991 5.197 3.296
C 1.627 5.395 -0.212
N 1.977 6.010 -1.120
C 4.978 3.167 -0.436
C 4.500 3.141 0.865
C 3.526 2.223 1.231
C 3.031 1.332 0.286
C 3.522 1.344 -1.015
C 4.496 2.263 -1.374
As 1.600 0.135 0.754
C 1.968 -0.555 2.515
C 1.937 0.106 3.732
C 2.183 -0.608 4.897
C 2.448 -1.970 4.841
C 2.486 -2.630 3.621
C 2.251 -1.923 2.447
C 2.296 -2.501 1.086
C 2.601 -3.827 0.792
C 2.675 -4.244 -0.528
C 2.440 -3.348 -1.565
C 2.120 -2.026 -1.283
C 2.045 -1.607 0.038
H 5.727 3.893 -0.722
H 4.873 3.842 1.600
H 3.154 2.220 2.247
H 3.154 0.640 -1.752
H 4.878 2.277 -2.386
H 1.718 1.164 3.786
H 2.169 -0.098 5.851
H 2.640 -2.520 5.753
H 2.711 -3.689 3.592
H 2.803 -4.533 1.587
H 2.934 -5.271 -0.751
H 2.524 -3.672 -2.595
H 1.951 -1.335 -2.098